Molecular formula: C52H43AsBrCrN5O5
Method: DFT, ωB97M-V with the def2-TZVPD basis set

Geometry as XYZ:
```
108
Properties=species:S:1:pos:R:3:mulliken_spin:R:1
Cr -1.0742 -0.9354 0.0979 3.587
Br 0.4483 2.5851 0.7755 0.001
C -0.7516 1.7982 2.0159 0.084
C -1.1338 2.5944 3.0839 -0.002
C -1.9200 2.0299 4.0784 0.009
C -2.2575 0.6933 3.9714 -0.006
C -1.8436 -0.0123 2.8544 0.079
N -1.1167 0.5331 1.8501 -0.090
C -2.2044 -1.4910 2.7193 -0.027
O -2.6769 -2.0535 3.7036 0.025
O -1.9399 -1.9748 1.5731 -0.055
H -0.7909 3.6165 3.1350 0.000
H -2.2371 2.6225 4.9271 0.000
H -2.8295 0.1578 4.7148 0.001
C -1.7352 -1.1205 -5.3700 0.003
O -2.0051 0.0235 -4.5706 0.005
C -1.8821 1.2443 -5.1216 0.002
C -1.6203 1.4772 -6.4676 0.001
C -1.5934 2.7769 -6.9606 0.000
C -1.8170 3.8534 -6.1219 0.000
C -2.0329 3.6240 -4.7685 0.001
C -2.0588 2.3396 -4.2510 -0.001
N -2.3015 2.1438 -2.8719 0.002
C -1.5998 1.2371 -2.0778 0.050
N -0.3116 1.1088 -2.4583 0.005
C 0.8022 0.4216 -1.9019 -0.042
C 0.7639 -0.3389 -0.7398 -0.117
C 1.9824 -0.9365 -0.3738 -0.093
C 3.1558 -0.7618 -1.0823 0.003
C 3.1668 0.0168 -2.2384 0.012
C 1.9799 0.5952 -2.6473 -0.015
O 1.8633 1.3780 -3.7825 0.000
C 2.9352 1.3563 -4.6950 0.001
N -2.1519 0.6322 -1.0708 -0.076
C -3.3704 1.1855 -0.5772 0.054
C -3.2821 2.4189 0.0858 -0.026
C -4.3467 3.0166 0.7298 0.001
C -5.5738 2.3656 0.7328 0.010
C -5.7040 1.1695 0.0608 0.001
C -4.6404 0.5748 -0.6295 -0.060
O -5.0226 -0.5297 -1.3161 0.006
C -4.0867 -1.3992 -1.9579 0.061
H -1.8324 -1.9789 -4.7121 -0.005
H -0.7157 -1.0869 -5.7591 0.000
H -2.4512 -1.1899 -6.1938 0.000
H -1.4697 0.6427 -7.1362 0.000
H -1.3987 2.9378 -8.0132 0.000
H -1.8023 4.8647 -6.5047 0.000
H -2.1720 4.4510 -4.0833 0.000
H -3.1944 2.4353 -2.5079 -0.001
H -0.0665 1.6441 -3.2767 -0.003
H 2.0025 -1.6008 0.4854 0.004
H 4.0724 -1.2382 -0.7525 -0.002
H 4.0779 0.1529 -2.8030 0.001
H 2.6006 1.9009 -5.5755 0.000
H 3.1936 0.3304 -4.9731 0.000
H 3.8223 1.8477 -4.2833 0.000
H -2.3114 2.8994 0.0875 -0.002
H -4.2120 3.9643 1.2346 0.000
H -6.4241 2.7867 1.2534 0.001
H -6.6511 0.6469 0.0277 -0.001
H -4.7018 -2.1310 -2.4779 -0.002
H -3.4484 -1.8956 -1.2305 -0.027
H -3.4644 -0.8639 -2.6701 -0.015
N -1.0846 -2.1708 -1.1788 -0.539
C -0.9029 -3.0296 -2.1591 0.048
C -1.8995 -3.9895 -2.5143 0.025
C -1.7477 -4.8066 -3.6170 -0.033
C -0.6119 -4.7519 -4.4229 0.079
C 0.3928 -3.8517 -4.0608 -0.038
C 0.2726 -3.0151 -2.9727 0.038
H -2.7852 -4.0667 -1.8958 0.011
H -2.5379 -5.5131 -3.8504 -0.004
H -0.5023 -5.4022 -5.2805 0.011
H 1.3027 -3.8014 -4.6511 -0.004
H 1.0673 -2.3241 -2.7226 0.023
C 1.1839 2.6949 6.8684 0.000
C 0.9021 1.3413 6.9772 0.000
C 1.1553 0.4854 5.9123 0.000
C 1.6879 0.9765 4.7264 0.002
C 1.9597 2.3383 4.6207 0.001
C 1.7181 3.1915 5.6865 0.000
As 1.9129 -0.1415 3.1247 0.047
C 3.8461 -0.0125 2.9699 0.000
C 4.5681 1.0088 2.3735 0.000
C 5.9490 0.9038 2.2743 0.000
C 6.5969 -0.2306 2.7490 0.000
C 5.8743 -1.2668 3.3210 0.000
C 4.4914 -1.1644 3.4328 0.000
C 3.5891 -2.1981 3.9861 -0.006
C 3.9768 -3.4385 4.4808 0.000
C 3.0152 -4.3229 4.9467 0.000
C 1.6668 -3.9883 4.9076 0.000
C 1.2670 -2.7582 4.4015 -0.003
C 2.2308 -1.8617 3.9620 0.001
H 0.9890 3.3603 7.7003 0.000
H 0.4847 0.9445 7.8945 0.000
H 0.9293 -0.5693 6.0116 0.000
H 2.3531 2.7429 3.6939 0.000
H 1.9390 4.2477 5.5914 0.000
H 4.0589 1.8761 1.9691 0.000
H 6.5190 1.6993 1.8106 0.000
H 7.6730 -0.3133 2.6589 0.000
H 6.3896 -2.1523 3.6724 0.000
H 5.0218 -3.7234 4.4953 0.000
H 3.3177 -5.2914 5.3254 0.000
H 0.9213 -4.6923 5.2543 0.000
H 0.2104 -2.5194 4.3341 -0.001
```

E_HOMO (spin up / spin down) ... -2.8 / -3.9 eV
Kohn-Sham gap (spin up / spin down) ... 0.1849 / 0.2248 Ha
Electronic energy ... -231614.21181 eV
Relative energy (zero: lowest compared OMol25 entry of this formula, charge and spin) ... 18.33 kcal per mole
2S+1 ... 4
Total charge ... -1

***

Molecular formula: C9H21BF4KN3O3
Method: DFT, ωB97M-V with the def2-TZVPD basis set

Geometry as XYZ:
```
42
Properties=species:S:1:pos:R:3:mulliken_spin:R:1
K -1.6898 -1.4416 0.6683 -0.001
B -2.1146 -2.5952 -2.1984 0.000
F -1.2929 -3.2374 -1.2492 0.000
F -2.8283 -1.5923 -1.6662 0.000
F -1.2741 -2.1334 -3.1581 0.000
F -3.0706 -3.3614 -2.7835 0.000
C 0.8499 1.3188 -0.2289 -0.150
O -0.3439 0.9999 0.0288 0.421
N 1.4786 0.9113 -1.3330 0.529
C 2.7861 1.3784 -1.7412 -0.003
C 0.8451 0.0191 -2.3855 0.012
H 1.3986 2.0690 0.3613 0.004
H 3.2902 2.0188 -1.0174 0.006
H 2.6762 1.9744 -2.6472 0.029
H 3.4310 0.5096 -1.8731 0.027
H 1.1322 -1.0224 -2.2411 0.032
H -0.2112 0.0491 -2.1185 -0.002
H 0.9347 0.3214 -3.4290 0.013
C 2.0504 -2.0729 1.7480 -0.016
O 0.8512 -2.2709 1.4495 0.031
N 3.0803 -2.0879 0.8272 0.060
C 4.4201 -1.4915 1.1595 -0.002
C 2.9436 -2.9400 -0.4344 -0.004
H 2.3616 -1.6273 2.7055 -0.001
H 4.4173 -0.7598 1.9675 0.001
H 4.7004 -0.9677 0.2457 0.003
H 5.2414 -2.2078 1.1828 0.003
H 1.9185 -3.2862 -0.5669 0.001
H 3.1974 -2.3363 -1.3057 0.002
H 3.5689 -3.8280 -0.3426 0.004
C -3.1269 1.6011 2.8316 0.000
O -2.7101 0.4731 2.6524 0.001
N -3.5414 2.4075 1.8076 0.000
C -4.2144 3.6743 2.1628 0.000
C -3.6751 1.9547 0.4068 0.001
H -3.3021 2.0490 3.8220 0.000
H -5.2946 3.5532 2.2439 0.000
H -4.0019 4.3561 1.3394 0.000
H -3.8709 4.0316 3.1336 0.000
H -4.6732 1.6623 0.0807 0.000
H -3.4176 2.7327 -0.3119 0.000
H -2.9199 1.1947 0.2063 -0.001
```

E_HOMO (spin up / spin down) ... -12.1 / -12.1 eV
Kohn-Sham gap (spin up / spin down) ... 0.2949 / 0.1097 Ha
Electronic energy ... -48155.94047 eV
2S+1 ... 2
Total charge ... +1

***

Molecular formula: C2H5N2O2S
Method: DFT, ωB97M-V with the def2-TZVPD basis set

Geometry as XYZ:
```
12
Properties=species:S:1:pos:R:3:nbo_charge:R:1
C 1.1644 0.5440 0.1597 -0.057
C -0.0580 0.6027 0.1468 -0.157
N -1.9400 -1.4204 -0.0721 -1.045
N 2.5615 0.5254 -0.0414 -0.735
O -2.5467 0.7279 -1.1379 -0.831
O -2.5459 0.6452 1.4076 -0.820
S -2.0954 0.2291 0.1151 2.302
H -2.0644 -1.9696 0.7608 0.455
H -1.4314 -1.4714 -0.9667 0.442
H 2.9197 -0.3554 -0.5519 0.479
H 3.0120 0.7388 0.9296 0.492
H 3.0241 1.2038 -0.7495 0.477
```

E_HOMO ... -15.0 eV
Kohn-Sham gap ... 0.3818 Ha
Electronic energy ... -20053.24413 eV
SMILES ... NS(=O)(=O)C#C[NH3+]
Relative energy (zero: lowest compared OMol25 entry of this formula, charge and spin) ... 64.60 kcal per mole
2S+1 ... 1
Total charge ... +1

***

Molecular formula: C33H34Cl5N3O2PSSi2W
Method: DFT, ωB97M-V with the def2-TZVPD basis set

Geometry as XYZ:
```
82
Properties=species:S:1:pos:R:3:mulliken_charge:R:1
W -0.1666 -0.4106 0.0366 0.286
Cl -0.9836 -2.4506 3.0161 -0.233
C 0.1572 -3.0899 1.8920 0.895
C 0.4033 -2.3737 0.7187 -1.272
C 1.2452 -3.0120 -0.1849 0.969
Cl 1.4091 -2.1316 -1.6816 -0.090
C 1.8652 -4.2280 0.0096 -0.095
Cl 2.8914 -4.9039 -1.1941 -0.208
C 1.6220 -4.8926 1.2110 0.467
Cl 2.3812 -6.4083 1.5189 -0.230
C 0.7568 -4.3194 2.1451 0.149
Cl 0.4224 -5.1607 3.6093 -0.217
O 2.1810 -0.6100 3.5718 -0.762
C 1.8793 -0.4154 2.4118 -0.249
O 0.6934 -0.1144 1.9771 -0.265
C 2.9676 -0.3628 1.3253 -1.265
P 2.1814 0.5889 -0.0182 1.042
C 2.3293 2.3305 0.5104 0.392
C 3.5349 2.8379 0.9906 -0.406
C 3.6275 4.1613 1.3887 -0.745
C 2.5152 4.9928 1.2995 -0.623
C 1.3168 4.4944 0.8125 -0.590
C 1.2214 3.1660 0.4221 0.107
C 3.3117 0.5438 -1.4428 0.698
C 3.0264 1.3721 -2.5277 -0.966
C 3.8068 1.3203 -3.6723 -0.884
C 4.8857 0.4499 -3.7414 -0.457
C 5.1802 -0.3718 -2.6619 -0.746
C 4.3953 -0.3278 -1.5181 -0.216
H 3.1291 -1.3830 0.9725 0.355
H 3.9014 0.0174 1.7291 0.764
H 4.4080 2.1967 1.0503 0.315
H 4.5648 4.5472 1.7710 0.400
H 2.5866 6.0274 1.6111 0.389
H 0.4464 5.1365 0.7441 0.516
H 0.2806 2.7640 0.0518 0.052
H 2.1845 2.0523 -2.4861 0.469
H 3.5575 1.9566 -4.5125 0.409
H 5.4933 0.4078 -4.6379 0.378
H 6.0183 -1.0566 -2.7107 0.404
H 4.6264 -0.9858 -0.6881 0.315
C -0.3041 1.9533 3.7122 -1.231
Si -1.6525 1.6979 2.4343 0.810
C -3.1414 1.1380 3.4484 -1.378
C -1.8750 3.4719 1.7709 -1.468
N -1.5875 0.6079 1.0090 0.322
C -2.7502 0.6875 0.2189 1.144
C -3.7945 1.5954 0.3909 -0.628
C -4.8129 1.7031 -0.5494 -1.213
C -4.7880 0.9170 -1.6918 -1.064
C -3.7924 -0.0381 -1.8411 -0.742
C -2.8218 -0.2272 -0.8569 -0.041
N -1.8569 -1.2319 -0.8457 0.506
Si -2.2915 -2.7422 -1.6076 0.082
C -4.1682 -3.0097 -1.6656 -1.308
C -1.7975 -4.3379 -0.7267 -0.977
C -1.6270 -2.7683 -3.3844 -0.981
H -0.6943 2.7333 4.3846 0.456
H 0.6248 2.3311 3.2810 0.252
H -0.0783 1.0668 4.3019 0.265
H -3.4186 1.9096 4.1754 0.342
H -2.8535 0.2442 4.0111 0.275
H -4.0223 0.8893 2.8500 0.447
H -1.1132 4.1157 2.2226 0.497
H -2.8560 3.8911 2.0252 0.496
H -1.7681 3.5264 0.6837 0.409
H -3.8225 2.2609 1.2466 0.233
H -5.6012 2.4301 -0.3998 0.404
H -5.5359 1.0453 -2.4653 0.376
H -3.7512 -0.6390 -2.7406 0.712
H -4.6370 -2.6940 -0.7279 0.363
H -4.3377 -4.0876 -1.7758 0.424
H -4.6857 -2.5115 -2.4849 0.395
H -2.5561 -4.5685 0.0290 0.318
H -0.8304 -4.3826 -0.2383 0.238
H -1.8285 -5.1410 -1.4746 0.411
H -1.2490 -1.7798 -3.6675 0.220
H -2.4152 -3.0412 -4.0949 0.393
H -0.8087 -3.4869 -3.5059 0.341
S -0.3487 2.0259 -4.1604 -0.437
C -0.3211 1.3027 -2.7315 0.439
N -0.2849 0.7880 -1.6776 -0.352
```

E_HOMO (spin up / spin down) ... -4.1 / -4.1 eV
Kohn-Sham gap (spin up / spin down) ... 0.2361 / 0.2361 Ha
Electronic energy ... -143663.29882 eV
Relative energy (zero: lowest compared OMol25 entry of this formula, charge and spin) ... 0.00 kcal per mole
2S+1 ... 1
Total charge ... -1

***

Molecular formula: C5H20NO7
Method: DFT, ωB97M-V with the def2-TZVPD basis set

Geometry as XYZ:
```
33
Properties=species:S:1:pos:R:3:nbo_charge:R:1
C 1.5101 -0.9242 0.5367 -0.628
C 1.0312 -1.9986 -0.4992 -0.218
N -0.3091 -1.6719 -0.9808 -0.680
C -2.3559 -0.3614 -1.2582 -0.611
C -0.8160 -0.2952 -1.0976 -0.176
C -0.3230 0.3278 -2.5313 0.773
O 0.4248 1.3393 -2.4219 -0.822
O -0.8672 -0.1396 -3.5294 -0.749
H 2.2189 -1.3172 1.2745 0.215
H 0.6333 -0.6542 1.1705 0.196
H 1.8835 0.0129 0.1278 0.206
H 1.8512 -1.8182 -1.2693 0.169
H 1.0746 -3.0053 -0.0527 0.186
H -0.5002 -2.1118 -1.8747 0.379
H -2.5482 0.4911 -1.9191 0.231
H -2.6828 -1.3104 -1.7066 0.223
H -2.6733 -0.1084 -0.2335 0.164
H -0.3729 0.4179 -0.3829 0.217
H 0.2739 3.8082 -1.2589 0.471
H 0.8062 2.3797 -1.3441 0.522
O 0.6060 3.1272 -0.6701 -1.024
H -2.8046 -0.6215 1.5160 0.474
H -1.7682 -1.6956 1.2527 0.474
O -2.4076 -1.4002 1.9209 -0.954
H -0.4368 -2.6398 1.9250 0.458
H -0.7492 -1.8142 3.1742 0.486
O -0.2632 -2.5879 2.8657 -0.944
H 0.8271 0.5587 3.9080 0.456
H 1.5735 1.4945 2.9636 0.497
O 1.2620 1.4187 3.8812 -0.963
H 2.6591 1.8315 0.9322 0.458
H 1.6093 2.9508 0.6622 0.516
O 2.2285 2.5853 1.3440 -0.999
```

E_HOMO ... -4.7 eV
Kohn-Sham gap ... 0.2865 Ha
Electronic energy ... -21333.77783 eV
Relative energy (zero: lowest compared OMol25 entry of this formula, charge and spin) ... 57.86 kcal per mole
2S+1 ... 1
Total charge ... -1

***

Molecular formula: C18H21IrN5O3S
Method: DFT, ωB97M-V with the def2-TZVPD basis set

Geometry as XYZ:
```
49
Properties=species:S:1:pos:R:3:mulliken_spin:R:1
Ir -0.5470 0.7458 -0.8363 2.604
N -2.2095 2.1595 -2.0826 0.113
C -3.5659 1.6118 -2.2881 -0.013
C -3.5639 0.4036 -3.2140 -0.019
C -2.8940 -0.8544 -2.6339 0.052
C -1.5325 -1.1843 -3.2216 -0.029
N -0.5454 -0.1057 -2.9805 0.093
H -2.2421 2.9518 -1.4492 -0.012
H -1.8485 2.5143 -2.9636 -0.008
H -4.2319 2.3798 -2.6897 0.006
H -3.9542 1.3212 -1.3102 0.004
H -3.1025 0.6841 -4.1697 0.001
H -4.6047 0.1826 -3.4531 -0.001
H -3.5342 -1.7233 -2.7904 -0.002
H -2.7912 -0.7528 -1.5485 -0.009
H -1.6224 -1.3731 -4.2951 0.006
H -1.1456 -2.0906 -2.7579 0.001
H -0.6940 0.6559 -3.6330 -0.008
H 0.3988 -0.4393 -3.1512 -0.004
O 1.7600 -0.0626 -1.2220 0.060
C 1.3785 -1.1364 -0.7343 -0.075
N 0.0768 -1.2731 -0.3768 0.144
C -0.1307 -2.5512 0.1643 0.000
O -1.1740 -2.9909 0.5635 0.011
C 1.2071 -3.2489 0.1259 -0.009
C 1.5648 -4.5162 0.5285 -0.001
C 2.8991 -4.8848 0.3627 0.005
C 3.8288 -4.0068 -0.1882 0.000
C 3.4571 -2.7274 -0.5951 0.006
C 2.1345 -2.3749 -0.4266 0.027
H 0.8353 -5.1917 0.9548 0.000
H 3.2209 -5.8723 0.6653 0.000
H 4.8554 -4.3270 -0.3048 0.000
H 4.1737 -2.0432 -1.0294 0.001
S 1.3230 0.1602 2.2320 0.780
C 1.3197 1.4890 3.3015 -0.093
N 2.1248 2.5532 3.0101 0.058
C 2.2169 3.6438 3.7642 0.028
C 1.4974 3.7265 4.9418 0.087
C 0.6707 2.6747 5.2952 -0.025
C 0.5737 1.5580 4.4733 0.108
H 2.6476 2.4935 2.1418 -0.006
H 2.8698 4.4266 3.4077 0.003
H 1.5770 4.6120 5.5538 0.002
H 0.0911 2.7262 6.2066 -0.001
H -0.0706 0.7253 4.7134 0.001
O -0.9406 3.9235 2.1789 0.048
C -0.8970 3.1114 1.3091 0.048
N -0.8604 2.2967 0.4514 0.019
```

E_HOMO (spin up / spin down) ... -10.0 / -10.9 eV
Kohn-Sham gap (spin up / spin down) ... 0.2234 / 0.1686 Ha
Electronic energy ... -46266.38511 eV
2S+1 ... 5
Total charge ... +1